41
Properties=species:S:1:pos:R:3:forces:R:3 method="wB97M-V/def2-TZVPD" e_tot_ha=-1678.3014 lumo_ev=2.401 homo_lumo_gap_ev=10.227 homo_energy_ev=-7.83 fmax_ev_per_a=0.4 multiplicity=1 total_charge=-1 de_lowest_kj_mol=0.0
Cl 16.8821 -28.8401 -7.6539 -0.02 -0.31 0.30
O 18.2136 -29.4153 -7.6906 -0.10 0.12 -0.07
O 16.1508 -29.4418 -6.5591 0.03 0.10 -0.14
O 16.9647 -27.4192 -7.4745 0.02 0.00 0.02
O 16.1909 -29.1337 -8.8982 0.02 0.08 -0.01
O 13.3986 -27.6196 -8.2270 0.01 0.03 0.00
H 12.9263 -28.0928 -7.5342 0.02 0.01 0.02
H 14.2638 -28.0448 -8.2414 -0.01 0.01 -0.08
O 16.7874 -25.9620 -10.4748 -0.06 -0.07 -0.01
H 16.2353 -26.6556 -10.0945 0.04 -0.02 0.00
H 17.6816 -26.3163 -10.4071 0.02 0.05 0.08
O 19.3074 -27.9176 -5.0771 -0.07 -0.09 -0.10
H 20.0310 -28.5139 -4.8609 -0.01 -0.01 0.00
H 19.0723 -28.1377 -5.9890 0.00 0.02 -0.06
O 14.6073 -29.2794 -3.8340 0.29 0.07 0.08
H 14.5907 -30.0535 -4.4115 -0.19 -0.02 0.06
H 15.5492 -29.1943 -3.5998 -0.16 -0.11 0.15
O 14.7758 -26.5399 -4.7631 0.07 -0.06 -0.04
H 14.7684 -27.4752 -4.4963 -0.22 0.05 -0.06
H 15.1510 -26.5548 -5.6497 0.03 0.00 0.01
O 20.7180 -29.9550 -9.2219 0.06 0.07 0.06
H 19.8633 -29.5524 -9.0159 0.07 0.02 -0.01
H 20.7628 -30.7142 -8.6348 -0.06 -0.04 -0.04
O 17.4614 -29.5692 -3.3123 -0.12 -0.05 -0.12
H 17.6631 -29.1688 -4.1736 0.23 0.07 0.14
H 17.3243 -30.5055 -3.4915 0.02 0.03 -0.07
O 20.0281 -26.1193 -8.4580 -0.08 -0.10 -0.02
H 19.1659 -25.7630 -8.1867 0.13 0.20 -0.01
H 20.4121 -26.4634 -7.6466 -0.01 -0.04 -0.01
O 17.7534 -24.4921 -7.8042 -0.15 0.01 0.21
H 16.9348 -24.9889 -7.9239 0.08 -0.09 -0.08
H 17.5796 -23.6327 -8.1967 0.05 -0.04 -0.11
O 14.3343 -31.7302 -5.5882 0.27 0.13 -0.02
H 14.7453 -31.1404 -6.2380 -0.13 0.00 -0.08
H 14.4707 -32.6052 -5.9604 -0.08 -0.02 0.01
O 13.8649 -30.8767 -8.6249 0.08 -0.11 0.04
H 14.6413 -30.3042 -8.7178 0.04 -0.01 -0.06
H 13.4659 -30.8749 -9.4992 -0.03 0.04 0.02
O 18.0000 -31.9973 -10.2045 0.00 -0.11 0.07
H 17.7855 -31.5849 -9.3592 0.00 0.14 -0.08
H 17.7281 -32.9144 -10.1085 -0.04 0.02 0.02